*w*
Entry from the Open Molecules 2025 dataset: a single C4H4ClF3 molecule (ωB97M-V/def2-TZVPD).

Values from the calculation:
E_LUMO	0.78	eV
structure (SMILES)	C[C@]1(Cl)[C@H](F)C1(F)F
HOMO-LUMO gap	11.33	eV

ORCA input file:
```
! wB97M-V def2-TZVPD RIJCOSX def2/J DEFGRID3
* xyz 0 1
C 0.224 1.637 1.125
C 0.366 0.386 0.315
C -0.571 0.290 -0.883
C -0.672 -0.747 0.143
H 0.530 2.690 0.727
H -0.844 1.773 1.276
H 0.675 1.512 2.130
H -0.024 -0.172 -1.703
F -1.437 1.329 -1.118
F -1.827 -0.847 0.845
F -0.085 -1.933 -0.121
Cl 1.984 -0.126 -0.181
*
```

*x*
Entry from the Open Molecules 2025 dataset: a single C4H4ClF3 molecule (ωB97M-V/def2-TZVPD).

Values from the calculation:
E_LUMO	0.76	eV
structure (SMILES)	F[C@@H]1[C@@H](F)[C@@H](Cl)[C@H]1F
HOMO-LUMO gap	11.81	eV

ORCA input file:
```
! wB97M-V def2-TZVPD RIJCOSX def2/J DEFGRID3
* xyz 0 1
C -0.733 -0.216 0.980
C -0.883 0.072 -0.547
C 0.284 -0.903 -0.738
C 0.688 -0.767 0.731
H -1.387 -1.048 1.260
H -1.802 -0.186 -1.104
H -0.022 -1.931 -0.969
H 1.399 0.034 0.719
F -0.869 0.781 1.852
F 1.164 -0.583 -1.770
F 1.089 -1.890 1.328
Cl -0.399 1.720 -0.892
*
```

*y*
Entry from the Open Molecules 2025 dataset: a single C4H4ClF3 molecule (ωB97M-V/def2-TZVPD).

Values from the calculation:
E_LUMO	0.72	eV
structure (SMILES)	F[C@@H]1[C@@H](F)[C@@H](Cl)[C@H]1F
HOMO-LUMO gap	11.71	eV

ORCA input file:
```
! wB97M-V def2-TZVPD RIJCOSX def2/J DEFGRID3
* xyz 0 1
C -1.499 -0.046 0.217
C -0.528 1.107 -0.092
C 0.430 0.068 -0.697
C -0.393 -1.094 -0.052
H -1.899 0.014 1.206
H -0.977 1.782 -0.823
H 0.378 0.086 -1.795
H -0.719 -1.844 -0.756
F -2.474 -0.143 -0.785
F -0.130 1.705 1.047
F 0.161 -1.693 1.046
Cl 2.184 0.054 -0.345
*
```

Which one sits at the top of the stability order? *x* does.